[1]
Computed, not measured: a structure of composition C30H36GeN2O2P2Tc at a distorted geometry, with wB97M-V/def2-TZVPD.

ORCA input file:
```
! RIJCOSX wB97M-V def2-TZVPD def2/J DEFGRID3
* xyz 0 2
Tc 1.075 0.388 0.703
Ge -1.533 -1.120 -1.529
P -0.104 0.889 2.714
P 0.469 3.164 0.441
O 3.329 1.007 3.705
O 2.615 0.002 -0.568
N 3.025 0.546 1.517
N 5.073 0.109 2.561
C -0.664 -2.890 -1.738
C 4.858 -0.336 0.232
C 3.515 0.065 0.344
C -1.358 -4.087 -1.832
C 0.271 3.688 2.227
C -1.937 0.934 2.907
C -3.421 -1.355 -0.950
C -0.678 -5.288 -1.949
C -3.633 -2.058 0.230
C 5.826 0.032 3.790
C 3.758 0.589 2.634
C -5.795 -0.988 -1.110
C -1.294 3.132 -0.115
C -5.997 -1.698 0.061
C -1.185 -0.203 -3.268
C 0.706 -5.300 -1.993
C 1.408 -4.107 -1.907
C -4.909 -2.229 0.735
C -0.360 0.904 -5.683
C -4.514 -0.817 -1.611
C 0.387 1.109 -4.534
C -0.448 -0.265 -0.206
C 0.725 -2.911 -1.776
C 0.408 2.577 3.265
C 0.384 -0.040 4.216
C 5.608 -0.313 1.377
C -1.920 -0.414 -4.425
C 0.967 4.831 -0.201
C -0.031 0.568 -3.333
C -1.520 0.151 -5.624
H 1.238 -6.236 -2.100
H 5.780 0.989 4.310
H 2.489 -4.105 -1.944
H -6.640 -0.564 -1.635
H -1.311 3.105 -1.203
H -2.339 1.805 2.397
H 0.334 5.618 0.208
H -0.137 2.836 4.179
H 6.640 -0.630 1.408
H -0.698 4.189 2.315
H 0.541 0.728 -2.422
H -2.807 -1.033 -4.393
H -0.101 0.364 5.103
H 6.861 -0.224 3.573
H -2.108 -0.012 -6.518
H 5.251 -0.680 -0.710
H -4.358 -0.252 -2.521
H 2.005 5.018 0.073
H 0.888 4.825 -1.285
H -2.363 0.042 2.446
H 1.051 4.432 2.414
H -1.231 -6.217 -2.008
H -6.997 -1.831 0.450
H 1.304 1.681 -4.573
H -2.203 0.972 3.962
H 1.265 -1.974 -1.696
H -2.779 -2.468 0.754
H 0.128 -1.094 4.103
H 1.464 0.065 4.320
H -2.442 -4.077 -1.817
H -0.034 1.324 -6.625
H 1.461 2.443 3.533
H 5.399 -0.728 4.450
H -1.739 2.203 0.240
H -1.860 3.993 0.243
H -5.059 -2.775 1.656
*
```

Summary:
Energy relative to the best compared isomer or geometry (same formula, charge and spin) (eV): 1.827
Max |F| (eV/Å): 7.59
HOMO energy (alpha / beta) (eV): -6.4 / -6.8
Energy (eV): -116060.6343


[2]
Computed, not measured: a structure of composition C46H50AgBrClIN3O6PSi, with wB97M-V/def2-TZVPD.

ORCA input file:
```
! RIJCOSX wB97M-V def2-TZVPD def2/J DEFGRID3
* xyz 0 1
I -5.334 1.042 -1.700
Ag -2.556 0.409 -0.360
Br 1.007 -0.326 1.648
Cl -3.008 -2.716 -0.032
P -2.032 0.509 -2.809
Si 2.302 -2.109 2.222
O 1.555 3.839 5.313
O -4.037 -1.684 -0.373
O -0.219 3.017 6.211
O -3.153 -3.041 1.391
O -1.701 -2.023 -0.214
O 0.392 -2.453 -3.707
N -2.191 0.801 1.933
N 0.454 3.335 5.251
N -1.749 2.785 0.115
C -1.214 0.934 4.529
C 0.159 4.079 2.999
C -1.650 -1.088 -3.574
C -5.212 3.896 -2.451
C -0.049 2.497 -3.446
C 1.807 -4.656 3.387
C -0.404 4.000 1.689
C -3.129 3.501 -6.058
C 2.282 -1.432 4.992
C -3.719 2.584 -3.855
C -3.732 3.661 -4.785
C 3.236 -1.476 3.788
C 3.442 -2.421 0.715
C 2.079 2.560 -2.322
C -4.376 4.881 -4.462
C -2.450 -3.301 -4.225
C -0.177 4.995 0.723
C 1.183 3.104 -3.228
C -5.051 5.018 -3.288
C -2.433 -0.164 2.794
C 4.414 -2.395 4.148
C 4.169 -3.771 0.837
C 4.508 -1.320 0.600
C -0.225 -2.656 -4.977
C -0.754 4.872 -0.510
C -1.964 -0.129 4.113
C -2.338 1.346 -5.406
C -1.468 1.868 2.324
C -2.575 -2.063 -3.485
C -1.388 -3.546 -5.006
C -0.123 3.129 3.908
C 0.513 0.801 -1.840
C 2.651 -2.417 -0.601
C -1.538 3.737 -0.766
C -2.518 2.333 -6.396
C 1.103 -3.560 2.570
C 0.604 -4.193 1.261
C -0.359 -1.362 -4.224
C -2.855 1.474 -4.142
C -0.947 1.982 3.625
C -4.600 2.706 -2.736
C -1.209 2.908 1.341
C -0.161 -3.105 3.316
C 3.775 -0.045 3.633
C -0.396 1.342 -2.753
C 1.743 1.401 -1.631
H -2.181 -0.956 4.774
H 2.810 -0.990 5.844
H -3.286 -3.989 -4.209
H -0.828 0.972 5.535
H 5.208 -2.358 3.401
H 2.729 -5.004 2.916
H 0.448 5.844 0.970
H 3.036 3.035 -2.150
H 4.496 0.062 2.826
H 2.972 0.672 3.465
H 1.911 -3.211 -0.662
H 4.849 -2.064 5.097
H 4.113 -3.436 4.272
H 0.246 -0.092 -1.278
H -2.002 3.605 -1.737
H -5.534 5.951 -3.031
H -3.192 4.320 -6.763
H -4.330 5.694 -5.176
H 3.348 -2.549 -1.435
H 5.063 -1.464 -0.333
H -0.757 -3.992 3.557
H 2.045 -4.336 4.401
H 0.042 -2.574 4.244
H 2.132 -1.470 -0.754
H 5.230 -1.356 1.415
H -0.609 5.613 -1.283
H 0.260 -0.520 -4.516
H -2.097 2.192 -7.382
H -0.739 2.943 -4.151
H 1.405 -0.812 4.791
H 0.133 -3.460 0.606
H 0.485 -2.714 -5.796
H -0.778 -2.479 2.673
H -1.705 0.497 -5.637
H 4.280 0.233 4.564
H 4.866 -3.872 -0.001
H -5.882 3.961 -1.604
H 1.439 4.007 -3.769
H 1.941 -2.420 5.297
H 0.798 4.909 3.266
H 4.753 -3.857 1.755
H 1.138 -5.519 3.466
H 1.392 -4.710 0.711
H -2.993 -1.017 2.427
H 4.068 -0.320 0.575
H 2.430 0.973 -0.913
H -0.160 -4.935 1.514
H -3.485 -1.888 -2.920
H -1.372 -4.396 -5.675
H 3.484 -4.618 0.794
*
```

Summary:
Energy relative to the best compared isomer or geometry (same formula, charge and spin) (eV): 0.000
Max |F| (eV/Å): 0.22
HOMO energy (eV): -7.8
Energy (eV): -177094.1571